(1)
C18H36O18 | ωB97M-V with the def2-TZVPD basis set

Geometry as XYZ:
```
72
Properties=species:S:1:pos:R:3
C 6.36 5.81 -2.74
O 5.01 5.48 -3.05
C 4.53 4.40 -2.45
O 5.13 3.70 -1.68
O 3.26 4.26 -2.84
C 2.63 3.00 -2.74
H 7.07 5.09 -3.13
H 6.51 5.95 -1.67
H 6.54 6.73 -3.29
H 3.34 2.17 -2.67
H 2.14 2.76 -3.69
H 1.87 2.96 -1.96
C -1.87 -5.77 -0.84
O -0.95 -4.73 -1.06
C -0.01 -4.94 -1.97
O -0.07 -5.65 -2.93
O 1.01 -4.15 -1.62
C 2.17 -4.13 -2.43
H -2.35 -6.21 -1.73
H -2.70 -5.42 -0.24
H -1.42 -6.67 -0.41
H 2.83 -3.35 -2.07
H 1.90 -3.97 -3.48
H 2.65 -5.12 -2.35
C -4.80 -0.24 2.28
O -5.68 0.45 1.42
C -5.15 1.00 0.34
O -3.98 1.13 0.13
O -6.13 1.40 -0.45
C -5.73 2.18 -1.59
H -4.11 0.45 2.77
H -4.12 -0.85 1.66
H -5.33 -0.90 2.96
H -5.14 3.02 -1.21
H -6.65 2.60 -2.00
H -5.16 1.57 -2.28
C 1.07 -0.82 -3.49
O 0.03 -0.63 -2.55
C 0.35 -0.05 -1.40
O 1.44 0.21 -0.99
O -0.78 0.14 -0.75
C -0.78 0.32 0.67
H 1.88 -1.43 -3.08
H 1.48 0.15 -3.79
H 0.70 -1.29 -4.39
H -0.94 1.35 0.94
H 0.16 -0.10 1.02
H -1.54 -0.35 1.07
C -2.58 -2.08 4.64
O -2.87 -3.47 4.52
C -2.12 -4.17 3.71
O -1.14 -3.82 3.12
O -2.62 -5.42 3.67
C -1.90 -6.37 2.92
H -2.98 -1.59 3.75
H -1.51 -1.84 4.61
H -2.98 -1.69 5.57
H -2.04 -6.18 1.85
H -2.27 -7.36 3.17
H -0.81 -6.36 3.03
C 1.62 5.95 1.60
O 1.53 5.05 2.70
C 2.09 3.85 2.67
O 2.00 3.07 3.55
O 2.79 3.70 1.55
C 3.39 2.44 1.33
H 1.04 5.59 0.75
H 2.65 6.09 1.29
H 1.17 6.85 2.00
H 4.14 2.21 2.09
H 3.97 2.48 0.41
H 2.74 1.57 1.25
```

spin multiplicity	1
energy above the lowest of the compared OMol25 structures with the same formula, charge and spin	1.188	eV

Here are the Mulliken charges for atoms 1 to 6, given in e:
1 C -0.6539
2 O -0.3317
3 C 0.7972
4 O -0.5495
5 O -0.3444
6 C -0.8059

---

(2)
C3H8INOS | ωB97M-V with the def2-TZVPD basis set

Geometry as XYZ:
```
15
Properties=species:S:1:pos:R:3
C -1.96 -1.13 0.41
C 2.11 1.07 -0.51
C -0.66 -0.34 0.69
N -0.37 0.36 -0.52
O 1.16 -1.26 -1.57
S 0.85 0.19 -1.60
I -0.65 1.13 2.40
H -2.65 -0.49 -0.08
H -1.67 -2.00 -0.23
H -2.34 -1.49 1.29
H 3.12 1.00 -0.88
H 2.26 0.69 0.62
H 1.62 2.15 -0.58
H 0.10 -1.01 1.20
H -0.93 1.13 -0.66
```

spin multiplicity	1
energy above the lowest of the compared OMol25 structures with the same formula, charge and spin	1.216	eV

Here are the Mulliken charges for atoms 1 to 6, given in e:
1 C -1.1434
2 C -0.7955
3 C -0.3583
4 N -0.1986
5 O -0.5842
6 S 0.4513

---

(3)
CH4ClNO2S | ωB97M-V with the def2-TZVPD basis set

Geometry as XYZ:
```
10
Properties=species:S:1:pos:R:3
C 1.29 -0.52 0.73
N -1.69 1.57 -0.65
O -1.74 -0.54 0.64
O 0.45 0.56 0.20
S -1.01 0.28 -0.26
Cl -0.45 -1.10 -2.11
H 1.77 -0.08 1.68
H 1.76 -1.02 -0.23
H 0.60 -1.23 1.27
H -0.99 2.06 -1.29
```

spin multiplicity	1
energy above the lowest of the compared OMol25 structures with the same formula, charge and spin	1.325	eV

Here are the Mulliken charges for atoms 1 to 6, given in e:
1 C -0.6539
2 N -0.5019
3 O -0.4771
4 O -0.2009
5 S 0.9503
6 Cl -0.2957

---

(4)
C16H14Cl3NO2OsS2 | ωB97M-V with the def2-TZVPD basis set

Geometry as XYZ:
```
39
Properties=species:S:1:pos:R:3
Os 0.38 0.22 0.93
Cl -1.91 -3.31 6.65
C -1.23 -2.81 5.14
C -0.80 -1.51 4.98
C -0.28 -1.16 3.76
Cl 0.29 0.49 3.49
C -0.17 -2.02 2.66
O 0.35 -1.66 1.51
C -0.60 -3.34 2.88
Cl -0.47 -4.48 1.60
C -1.12 -3.73 4.10
H -0.88 -0.79 5.79
H -1.46 -4.75 4.24
C -4.63 1.10 -1.70
O -3.83 1.03 -0.52
C -2.54 0.73 -0.64
S -1.79 0.36 -2.04
S -1.89 0.78 0.99
H -5.54 1.61 -1.40
H -4.86 0.09 -2.04
H -4.11 1.64 -2.48
C 0.61 2.62 -0.44
C 1.48 2.13 -1.55
C 2.01 2.94 -2.53
C 2.80 2.38 -3.53
C 3.06 1.02 -3.55
C 2.56 0.18 -2.56
C 2.84 -1.29 -2.55
C 1.77 0.76 -1.57
N 1.30 -0.02 -0.52
H 0.66 3.69 -0.26
H 0.98 2.18 0.53
H -0.44 2.36 -0.61
H 1.82 4.01 -2.53
H 3.21 3.01 -4.31
H 3.68 0.60 -4.33
H 3.38 -1.59 -3.45
H 1.92 -1.87 -2.48
H 3.45 -1.56 -1.68
```

spin multiplicity	1
energy above the lowest of the compared OMol25 structures with the same formula, charge and spin	1.088	eV

Here are the Mulliken charges for atoms 1 to 6, given in e:
1 Os 0.6856
2 Cl -0.2166
3 C 0.5036
4 C -0.9581
5 C 0.8380
6 Cl -0.2016